Formula: C3H7NO2
Source: the OMol25 dataset
Level of theory: the ωB97M-V functional and the def2-TZVPD basis

The geometry in ORCA input format:
```
! RIJCOSX wB97M-V def2-TZVPD def2/J DEFGRID3
* xyz 0 1
C 2.0894 0.1330 -0.2555
N 0.6522 0.0449 -0.3592
C -0.1504 0.5091 0.6285
O 0.1134 0.5895 1.8133
H 2.4672 0.8626 -0.9808
H 2.3079 0.4874 0.7533
H 2.5798 -0.8296 -0.4141
H 0.2160 -0.0706 -1.2640
H -1.1044 0.8320 0.1841
C -2.2895 -0.6548 0.0526
O -2.4050 -0.3005 -1.0984
H -2.7315 -0.1059 0.9099
H -1.6988 -1.5432 0.3468
*
```

## Properties
- SMILES string: CNC=O.C=O
- ΔE to the lowest compared entry with this formula, charge and spin: 53.8 kcal/mol
- E_HOMO: -0.3650 Eh
- Kohn-Sham gap: 10.3 eV